{
  "formula": "C17H29LuN7O7Se",
  "method": "ωB97M-V/def2-TZVPD",
  "orbital_gap_ha": 0.28681,
  "energy_ha": -5212.1927,
  "de_lowest_ev": 0.1076,
  "e_homo_ev": -12.05,
  "total_charge": 1,
  "lumo_energy_ha": -0.15604,
  "spin_multiplicity": 1,
  "mol_weight_da": 697.39,
  "symbols": ["Lu", "O", "C", "C", "N", "C", "C", "O", "O", "C", "C", "O", "O", "H", "H", "H", "H", "H", "H", "H", "H", "H", "N", "C", "C", "C", "C", "N", "H", "H", "H", "H", "H", "H", "H", "H", "H", "H", "H", "H", "Se", "N", "C", "C", "C", "C", "N", "C", "N", "H", "H", "H", "N", "C", "C", "O", "O", "H", "H", "H", "H", "H"],
  "coordinates": [[-0.18, 0.32, 0.35], [1.47, -1.87, 0.51], [2.20, -2.24, 1.69], [1.51, -1.62, 2.89], [1.23, -0.20, 2.68], [2.47, 0.56, 2.47], [2.82, 0.60, 0.99], [3.91, 0.28, 0.55], [1.82, 1.02, 0.27], [0.34, 0.35, 3.73], [-0.98, 0.72, 3.06], [-2.04, 0.23, 3.42], [-0.81, 1.50, 2.02], [2.04, -2.00, -0.25], [3.23, -1.89, 1.61], [2.21, -3.32, 1.80], [2.15, -1.77, 3.77], [0.57, -2.13, 3.09], [3.30, 0.14, 3.06], [2.31, 1.59, 2.79], [0.79, 1.24, 4.17], [0.17, -0.38, 4.52], [-2.67, 0.53, 0.01], [-3.33, 1.81, -0.32], [-2.80, 2.39, -1.63], [-2.16, 3.77, -1.46], [-1.08, 3.82, -0.39], [-0.13, 2.71, -0.53], [-3.04, -0.20, -0.58], [-2.93, 0.29, 0.97], [-3.13, 2.48, 0.51], [-4.42, 1.68, -0.36], [-3.60, 2.46, -2.37], [-2.06, 1.70, -2.05], [-2.92, 4.51, -1.21], [-1.74, 4.09, -2.42], [-1.51, 3.74, 0.61], [-0.57, 4.78, -0.44], [0.69, 2.90, 0.05], [0.22, 2.66, -1.48], [-2.21, -2.49, 2.59], [-2.43, -3.97, 1.65], [-1.96, -3.76, 0.44], [-1.97, -4.67, -0.67], [-1.46, -4.22, -1.84], [-0.93, -2.89, -1.95], [-0.88, -2.04, -0.97], [-1.38, -2.48, 0.22], [-1.37, -1.65, 1.24], [-2.39, -5.66, -0.56], [-1.44, -4.85, -2.72], [-0.54, -2.54, -2.91], [3.63, 0.42, -3.63], [2.64, 0.95, -2.70], [1.41, 0.06, -2.69], [1.48, -1.00, -3.46], [0.42, 0.28, -2.01], [3.79, 1.02, -4.43], [2.38, -0.93, -3.89], [4.52, 0.25, -3.18], [2.32, 1.96, -2.95], [3.01, 0.98, -1.67]]
}